This record from the Open Molecules 2025 dataset describes C31H47BrN2P2Pt as an isolated structure. The level of theory is ωB97M-V/def2-TZVPD.

```
84
Properties=species:S:1:pos:R:3:forces:R:3
N -0.4402 3.4960 -7.8103 0.238 0.615 -0.700
C 0.0579 2.2717 -7.9431 -0.126 0.043 0.344
C 0.3460 1.4704 -6.8487 0.158 0.076 0.061
C 0.2772 2.0185 -5.5432 0.056 0.413 -0.520
C -0.0348 3.4185 -5.4720 -0.030 -0.342 0.231
C -0.4499 4.0854 -6.6211 0.406 -0.489 0.846
C 0.3885 1.1561 -4.4039 0.111 0.626 -1.114
Pt 0.7651 0.4037 -1.7522 0.391 -1.948 0.959
P -2.8808 -0.9969 3.2526 1.595 -1.227 0.447
C -0.1178 1.5975 -3.1539 -1.416 -0.506 -0.070
C -1.2344 0.8606 -2.4776 2.357 -0.184 1.166
C -1.7817 1.4056 -1.2936 -1.118 -0.629 0.885
C -2.2108 0.5706 -0.2503 -0.617 0.253 -0.077
C -1.8802 -0.8110 -0.1774 -0.230 0.471 -0.930
C -1.5502 -1.3615 -1.3929 -0.073 -0.436 -1.390
C -1.0516 -0.5737 -2.5171 -1.733 -0.025 0.946
Br 0.1069 -0.9056 2.0473 1.812 0.671 -0.880
H 0.7031 0.1162 -4.5053 -0.277 0.285 -0.385
H -0.0670 2.6405 -2.9193 -0.163 0.612 -0.112
H 0.5881 0.4304 -7.0306 0.125 0.001 0.230
H 0.0445 3.9941 -4.5427 -0.164 -0.369 -0.312
H 0.2334 1.9256 -8.9595 -0.306 -0.086 0.171
H -0.7613 5.1307 -6.5391 -0.001 -0.370 -0.284
H -1.8357 2.4857 -1.1694 -0.436 -0.152 -0.188
H -0.8255 -1.0017 -3.4886 -0.104 -0.420 0.297
H -2.9844 0.9487 0.4231 1.044 0.250 0.169
H -1.8144 -2.3981 -1.6143 0.826 -0.061 0.293
P 1.4003 1.2772 0.4042 1.149 1.281 2.192
C -2.4548 -2.1566 1.9177 -3.384 -1.116 3.819
C -3.6509 -2.8220 1.2311 0.216 0.355 -1.121
H -1.7736 -2.9088 2.3496 0.085 0.399 -0.359
H -1.9405 -1.5130 0.9319 0.179 2.257 -2.964
H -3.2971 -3.1606 0.2416 -0.325 -0.071 0.284
H -4.0374 -3.7150 1.7540 0.267 0.628 0.014
H -4.4439 -2.0720 1.0639 0.161 -0.537 0.060
C -3.0407 0.7964 2.9852 -0.770 0.072 -0.641
C -3.7650 1.5600 4.1007 -0.060 -0.192 0.115
H -3.6258 0.9134 2.0697 0.061 0.122 0.163
H -2.0307 1.1738 2.8104 0.015 -0.114 0.010
H -3.8746 2.6050 3.7996 0.120 -0.121 0.051
H -4.7743 1.1680 4.2525 0.158 0.011 0.074
H -3.2173 1.5283 5.0453 -0.131 0.031 -0.103
C -1.6781 -1.1150 4.6443 -0.168 -0.224 -0.277
C -1.7364 -2.4161 5.4579 -0.169 0.046 0.357
H -1.9475 -0.2725 5.2776 0.125 0.170 0.116
H -0.6646 -0.9361 4.2324 -0.632 -0.017 0.245
H -0.7889 -2.5360 6.0161 -0.515 -0.039 -0.318
H -2.5590 -2.3495 6.1974 0.429 -0.257 -0.434
H -1.8964 -3.3028 4.8232 0.142 0.261 0.288
C 2.8367 1.1185 1.6443 -0.188 -0.836 -0.534
C 3.6975 2.3696 1.8755 -0.191 0.112 -0.430
H 3.4349 0.2876 1.2398 0.036 0.163 0.399
H 2.3964 0.7800 2.5920 -0.055 -0.087 -0.466
H 4.3486 2.5760 1.0121 -0.142 -0.002 0.388
H 3.0949 3.2684 2.0845 0.203 -0.311 -0.047
H 4.3394 2.1936 2.7461 -0.125 -0.002 -0.200
C 0.1807 2.2431 1.4337 -0.158 -0.149 -0.430
C 0.1223 3.7472 1.2033 -0.057 0.139 0.084
H 0.3934 2.0152 2.4938 0.120 -0.068 -0.583
H -0.7820 1.7799 1.2022 0.148 0.181 0.179
H 1.0702 4.2239 1.4964 -0.434 0.012 -0.188
H -0.1122 3.9992 0.1578 0.137 0.014 0.295
H -0.6924 4.1450 1.8336 0.423 0.045 -0.270
C 2.2740 2.3628 -0.8702 -1.273 -0.133 0.084
C 3.0268 1.4030 -1.8173 0.266 0.371 -0.253
H 2.9008 3.0891 -0.3723 0.203 0.183 -0.117
H 1.4599 2.8807 -1.4083 0.647 0.182 0.209
H 3.0351 1.7407 -2.8607 0.235 0.055 0.366
H 4.0487 1.2348 -1.4637 -0.115 -0.092 -0.125
H 2.6347 0.3211 -1.8423 0.608 0.164 0.004
N 0.8102 -3.0274 -0.6946 -1.646 1.768 -0.853
C 1.6236 -3.7524 0.1382 0.829 -1.189 1.679
C 1.0997 -4.6593 1.1174 0.463 0.733 -1.206
C 1.9843 -5.4798 1.8106 -0.459 0.271 0.415
C 3.3614 -5.2953 1.6674 0.271 -0.679 0.128
C 3.8758 -4.4005 0.7366 -0.020 0.153 0.349
C 3.0101 -3.5786 0.0299 -0.586 -0.289 -0.252
H -0.1157 -2.7306 -0.3728 0.956 -0.594 -0.153
H 0.9116 -3.0516 -1.7056 0.111 -0.311 0.584
H 0.0105 -4.6752 1.2626 0.482 -0.376 -0.144
H 1.5819 -6.2715 2.4673 0.367 0.680 -0.219
H 4.0406 -5.8705 2.3078 -0.265 0.083 -0.500
H 4.9499 -4.3330 0.5747 -0.208 0.120 0.214
H 3.3549 -2.7779 -0.6228 0.139 -0.328 -0.060
```
Forces are in eV/Å.

Values from the calculation:
2S+1   3
E_LUMO (alpha / beta)   -7.91 / -8.45 eV
Frontier orbital gap (alpha / beta)   4.4 / 3.8 eV
Energy above the lowest of the compared OMol25 structures with the same formula, charge and spin   774.4 kJ/mol
Charge   +2
M   784.661 Da

***

This record from the Open Molecules 2025 dataset describes one molecule with the formula C4H8O3. The level of theory is ωB97M-V/def2-TZVPD.

```
15
Properties=species:S:1:pos:R:3:forces:R:3
O 0.1683 -1.8968 1.2598 0.041 -0.205 -0.136
C 1.1106 -0.9258 0.8853 0.302 0.106 0.010
C 1.0154 -0.2579 -0.4472 0.678 -0.670 0.023
C -0.5998 1.3490 -0.1108 -0.627 -0.145 0.163
O -0.1069 2.2176 -1.0946 0.118 -0.053 -0.137
C -1.0215 -0.0740 -0.6537 -0.343 0.677 0.223
O 0.0624 -0.8758 -1.2012 0.379 0.329 0.132
H 0.0314 -2.4551 0.4808 -0.105 0.029 0.143
H 1.2028 -0.1985 1.6998 0.093 -0.122 -0.212
H 2.1227 -1.3505 0.7388 0.118 -0.137 0.162
H -1.5721 1.7269 0.1931 -0.161 0.332 0.081
H 0.0264 1.3788 0.7981 -0.305 -0.258 -0.379
H 0.8021 1.9365 -1.2908 -0.207 -0.078 0.072
H -1.6770 0.1509 -1.4908 -0.020 -0.172 -0.021
H -1.5140 -0.6647 0.1269 0.039 0.367 -0.124
```
Forces are in eV/Å.

Values from the calculation:
E_LUMO   0.22 eV
Frontier orbital gap   8.9 eV
Energy above the lowest of the compared OMol25 structures with the same formula, charge and spin   548.2 kJ/mol
M   104.105 Da

***

| no. | largest force on an atom (eV/A) |
| --- | --- |
| 1 | 5.22 |
| 2 | 0.95 |